[1]
{
  "formula": "C19H31BN4O2P",
  "method": "ωB97M-V with the def2-TZVPD basis set",
  "lumo_ev": -4.1834,
  "orbital_gap_ev": 5.240,
  "molar_mass_g_mol": 389.269,
  "charge": 1,
  "fmax_ev_per_a": 0.8,
  "homo_ev": -9.423,
  "symbols": ["C", "B", "O", "P", "C", "C", "O", "H", "H", "H", "H", "H", "H", "H", "H", "H", "H", "H", "N", "C", "C", "C", "C", "H", "H", "H", "H", "H", "N", "C", "C", "C", "C", "H", "H", "H", "H", "H", "N", "C", "C", "C", "C", "H", "H", "H", "H", "H", "N", "C", "C", "C", "C", "H", "H", "H", "H", "H"],
  "coordinates": [[8.31504, 0.61276, -0.92872], [7.35164, 1.80030, -0.79742], [7.58782, 2.87885, -0.02837], [5.65558, 1.80192, -1.83787], [4.25592, 1.26652, -0.82066], [4.14091, -0.25350, -0.90857], [3.10858, -0.61231, -0.03095], [8.45756, 0.30974, -1.96716], [9.28286, 0.83991, -0.49301], [7.90728, -0.26703, -0.42410], [6.83984, 3.18671, 0.49307], [5.40402, 3.02799, -2.45155], [5.77604, 0.85565, -2.85257], [4.42221, 1.57343, 0.21091], [3.33473, 1.74450, -1.14893], [3.89789, -0.52224, -1.94066], [5.09639, -0.72790, -0.65993], [2.98091, -1.56359, -0.10538], [-0.38771, 1.35463, 0.05659], [-1.37684, 2.20704, -0.34433], [-1.17294, 2.49883, -1.66650], [-0.01380, 1.78783, -2.08010], [0.44740, 1.08892, -0.99388], [-0.29317, 0.97885, 0.98191], [-2.13941, 2.52864, 0.34449], [-1.78584, 3.14376, -2.27400], [0.42374, 1.78587, -3.06498], [1.29026, 0.43127, -0.88009], [-4.60491, 3.71174, -0.19563], [-5.54160, 4.42736, 0.50105], [-6.61964, 3.61114, 0.70818], [-6.32162, 2.35405, 0.11319], [-5.07241, 2.44570, -0.43526], [-3.71386, 4.06551, -0.48898], [-5.36123, 5.44863, 0.78821], [-7.52207, 3.88376, 1.22853], [-6.95152, 1.48039, 0.09288], [-4.47894, 1.72485, -0.97101], [1.99090, -4.38234, 0.83968], [2.56472, -5.29642, -0.00546], [3.68283, -5.78845, 0.61016], [3.78679, -5.15093, 1.87747], [2.72882, -4.29077, 1.99138], [1.15090, -3.86862, 0.64694], [2.12670, -5.52056, -0.96267], [4.34838, -6.53047, 0.20321], [4.54788, -5.31219, 2.62178], [2.43710, -3.62881, 2.78846], [-8.13885, -1.11520, 1.24410], [-7.57305, -2.03282, 0.40180], [-6.46013, -2.53616, 1.01933], [-6.35213, -1.89667, 2.28527], [-7.40272, -1.02665, 2.39337], [-8.96822, -0.58680, 1.04753], [-8.00926, -2.24958, -0.55772], [-5.79925, -3.28213, 0.61139], [-5.59214, -2.05878, 3.03069], [-7.68838, -0.35612, 3.18495]]
}


[2]
{
  "formula": "C19H31BrMnN5OSSi",
  "method": "ωB97M-V with the def2-TZVPD basis set",
  "lumo_ev": [-3.4053, -3.3948],
  "s_squared": 3.778,
  "orbital_gap_ev": [6.283, 6.331],
  "spin_multiplicity": 4,
  "molar_mass_g_mol": 540.486,
  "charge": 1,
  "fmax_ev_per_a": 2.5,
  "homo_ev": [-9.688, -9.725],
  "symbols": ["Mn", "C", "C", "C", "C", "C", "C", "N", "N", "Si", "C", "C", "C", "H", "H", "H", "H", "H", "H", "H", "H", "H", "H", "H", "H", "H", "H", "H", "C", "N", "C", "N", "S", "H", "H", "H", "H", "H", "H", "Br", "C", "C", "C", "C", "C", "N", "H", "H", "H", "H", "C", "O", "C", "C", "H", "H", "H", "H", "H", "H"],
  "coordinates": [[-0.11654, 0.30248, -0.53514], [3.03327, 2.67487, -0.55396], [2.04956, 2.59885, 0.58247], [2.25831, 3.23111, 1.75803], [1.23047, 3.32654, 2.69584], [-0.01590, 2.79858, 2.49044], [-0.19193, 2.07689, 1.24387], [0.82841, 2.01292, 0.37587], [-1.24730, 1.30269, 0.84154], [-2.89607, 1.46209, 1.29733], [-3.44527, 3.29995, 1.39485], [-3.21211, 0.64475, 3.02167], [-3.85950, 0.63610, 0.00656], [2.51436, 2.29578, -1.45270], [3.96193, 2.11005, -0.36227], [3.29721, 3.69185, -0.73522], [3.27396, 3.57353, 1.99970], [1.41392, 3.88275, 3.60859], [-0.84580, 2.84042, 3.21950], [-4.11772, 3.45875, 0.54137], [-2.65611, 4.07767, 1.22609], [-3.97290, 3.59578, 2.32450], [-2.84773, -0.39171, 3.12765], [-4.26608, 0.64081, 3.33365], [-2.73983, 1.21481, 3.77932], [-3.52876, 0.81289, -0.95778], [-4.84752, 1.12167, 0.11142], [-4.02037, -0.41431, 0.18664], [-3.70815, -3.47641, -1.13484], [-2.65685, -2.53662, -1.35212], [-2.34878, -1.86584, -2.46310], [-2.77071, -2.25060, -3.68280], [-1.46735, -0.45717, -2.35844], [-4.02283, -3.91256, -2.09991], [-4.57282, -3.00399, -0.66810], [-3.38836, -4.28681, -0.51576], [-2.23429, -2.19014, -0.52535], [-3.36028, -3.04006, -3.80645], [-2.79826, -1.57913, -4.42622], [1.96398, 0.34894, -3.23937], [3.17901, -0.45980, -2.11922], [4.48553, -0.21938, -2.46132], [5.47515, -0.64223, -1.62998], [5.12393, -1.28586, -0.38951], [3.80000, -1.45437, -0.10211], [2.81165, -0.95549, -0.94576], [4.67322, 0.31435, -3.39386], [6.53866, -0.54579, -1.85711], [5.86057, -1.72381, 0.25414], [3.39354, -2.10382, 0.66665], [1.22341, -1.95941, 1.89591], [1.25671, -0.95780, 0.88383], [1.31081, -1.13341, -0.54851], [0.97557, -2.46187, -1.12694], [2.19898, -2.09332, 2.35329], [0.83979, -2.89287, 1.53520], [0.56918, -1.64281, 2.72872], [1.68822, -3.27990, -1.00085], [0.92006, -2.29820, -2.20141], [0.00673, -2.83241, -0.83849]]
}


[3]
{
  "formula": "C19H31Cl2N7O4SY",
  "method": "ωB97M-V with the def2-TZVPD basis set",
  "lumo_ev": [-3.0094, -3.0090],
  "orbital_gap_ev": [6.854, 6.854],
  "molar_mass_g_mol": 613.381,
  "charge": 1,
  "fmax_ev_per_a": 4.3,
  "homo_ev": [-9.863, -9.863],
  "symbols": ["Y", "C", "C", "N", "C", "C", "N", "C", "C", "N", "C", "C", "N", "C", "C", "C", "C", "C", "C", "C", "N", "H", "H", "H", "H", "H", "H", "H", "H", "H", "H", "H", "H", "H", "H", "H", "H", "H", "H", "H", "H", "H", "H", "H", "Cl", "C", "H", "H", "O", "Cl", "O", "O", "O", "S", "C", "N", "C", "C", "N", "H", "H", "H", "H", "H", "H"],
  "coordinates": [[0.54848, 0.99585, 0.59189], [-2.11559, -0.29952, 3.74160], [-1.57687, 0.04983, 2.37069], [-0.46761, -0.50146, 1.96639], [0.36987, -1.27418, 2.83756], [1.80716, -1.05074, 2.36450], [1.95614, -0.92270, 0.84321], [3.36405, -0.86491, 0.33557], [3.19851, -0.29181, -1.07290], [2.61829, 1.10424, -0.89956], [2.18381, 1.65165, -2.23350], [1.31440, 2.91737, -2.07479], [0.21500, 2.39874, -1.26938], [-0.81806, 3.15366, -0.92863], [-0.84603, 4.65746, -1.07572], [-1.94762, 2.52729, -0.24545], [-3.20796, 3.08217, 0.04599], [-4.12536, 2.49239, 0.90466], [-3.60320, 1.53429, 1.79636], [-2.38701, 0.99510, 1.57260], [-1.85959, 1.15233, 0.15866], [-2.14405, -1.36799, 3.88136], [-3.14065, 0.03433, 3.88308], [-1.48709, 0.13702, 4.48673], [0.00171, -2.30272, 2.70658], [0.35809, -0.95581, 3.91424], [2.51532, -1.87724, 2.73111], [2.13601, -0.08819, 2.77003], [1.48545, -1.66741, 0.42776], [3.65941, -1.90876, 0.48353], [3.93053, -0.17565, 0.93213], [2.42682, -0.87869, -1.65823], [4.14758, -0.22449, -1.61031], [3.40314, 1.72212, -0.57646], [1.55130, 0.99061, -2.75405], [3.09948, 1.90246, -2.91755], [0.94761, 3.32341, -3.08976], [1.90122, 3.73041, -1.68852], [-1.60416, 5.17562, -0.48918], [-0.84720, 5.07068, -2.07824], [0.03903, 5.17356, -0.58388], [-3.35452, 4.01964, -0.51755], [-5.06051, 2.94147, 1.13186], [-4.02700, 1.41289, 2.80408], [-0.60817, -0.89054, -1.38673], [-2.05377, 0.15610, -0.73125], [-2.66832, -0.66097, -0.28390], [-2.39916, 0.43329, -1.70030], [1.55084, 2.36268, 3.65314], [1.40240, 3.08810, 2.40542], [2.24687, 2.47639, 1.40245], [1.72896, 4.46516, 2.56511], [0.01627, 2.85357, 1.95571], [1.78624, -3.74316, -0.93557], [0.62960, -4.55001, -1.78454], [-0.72853, -4.51386, -1.57049], [-1.44321, -5.55203, -2.35459], [-0.43782, -5.71010, -3.50763], [0.83804, -5.34177, -2.88097], [-1.10882, -4.12201, -0.73931], [-2.37977, -5.05595, -2.69964], [-1.68480, -6.42344, -1.84712], [-0.75767, -4.90050, -4.19203], [-0.29006, -6.61369, -4.06851], [1.80257, -5.45159, -3.21771]]
}